1.
129
Properties=species:S:1:pos:R:3:lowdin_charge:R:1 method="wB97M-V/def2-TZVPD" homo_energy_ev=-7.1 molar_mass_g_mol=1076.207 e_tot_ev=-139082.410 e_above_lowest_kcal_mol=75.5
Sc 0.414 0.437 0.322 0.9336
F 1.456 3.785 -4.128 0.1547
C 1.443 4.328 -2.917 -0.6832
F 2.171 5.442 -2.933 0.1512
F 0.200 4.618 -2.569 0.1608
S 2.198 3.142 -1.719 0.6159
O 1.282 2.037 -1.567 -0.3541
O 3.503 2.883 -2.239 -0.2472
N 2.299 4.061 -0.420 -0.2661
S 1.673 3.738 0.962 0.6319
O 1.205 2.365 1.105 -0.3863
O 2.543 4.184 2.018 -0.2622
C 0.160 4.784 1.090 -0.6781
F -0.395 4.604 2.283 0.1612
F -0.692 4.455 0.138 0.1662
F 0.509 6.061 0.957 0.1560
C -0.446 1.337 -5.726 -0.1008
C -1.003 1.741 -4.372 -0.2073
C -2.216 2.627 -4.397 -0.1481
C -2.764 3.110 -5.574 -0.0423
C -3.860 3.965 -5.554 -0.0860
C -4.396 4.352 -4.343 -0.0587
C -3.884 3.877 -3.135 -0.1714
C -4.474 4.422 -1.853 -0.2035
C -5.886 3.912 -1.564 -0.0961
C -2.807 2.983 -3.172 -0.1752
N -2.229 2.501 -1.972 0.1431
C -2.995 1.872 -1.178 -0.1141
C -2.698 1.589 0.220 -0.3218
C -3.696 1.624 1.192 -0.0820
C -3.038 1.664 2.439 -0.1073
C -1.684 1.642 2.148 -0.2179
N -1.458 1.575 0.805 -0.0399
H -1.202 0.825 -6.329 0.0743
H -0.087 2.199 -6.293 0.0739
H 0.391 0.652 -5.591 0.0646
H -0.235 2.242 -3.781 0.0804
H -1.247 0.851 -3.802 0.0679
H -2.329 2.824 -6.522 0.0987
H -4.275 4.339 -6.481 0.0974
H -5.224 5.054 -4.319 0.1097
H -4.512 5.512 -1.942 0.1131
H -3.823 4.206 -1.008 0.0955
H -6.563 4.152 -2.386 0.0677
H -6.285 4.365 -0.655 0.0702
H -5.900 2.828 -1.439 0.0586
H -4.019 1.611 -1.476 0.1293
H -4.756 1.703 1.001 0.1021
H -3.485 1.742 3.418 0.0927
H -0.857 1.673 2.841 0.0880
C -4.024 -1.977 -3.943 -0.0953
C -3.924 -1.662 -2.597 -0.0921
C -2.680 -1.376 -2.044 -0.1270
C -1.513 -1.400 -2.807 -0.3603
C -1.640 -1.732 -4.161 -0.1164
C -2.875 -2.011 -4.726 -0.0842
Si 0.197 -1.034 -2.045 0.7122
C 0.940 -2.791 -1.922 -0.3290
C 0.149 -3.934 -1.786 -0.1210
C 0.709 -5.201 -1.677 -0.0985
C 2.087 -5.358 -1.722 -0.1059
C 2.894 -4.239 -1.880 -0.1049
C 2.325 -2.978 -1.970 -0.1304
H -4.990 -2.186 -4.385 0.0972
H -4.815 -1.622 -1.981 0.0971
H -2.627 -1.092 -0.997 0.0647
H -0.752 -1.760 -4.786 0.1034
H -2.946 -2.250 -5.780 0.1001
H 0.991 -0.489 -3.193 -0.0236
H -0.932 -3.834 -1.795 0.0886
H 0.067 -6.070 -1.577 0.0961
H 2.528 -6.345 -1.652 0.0941
H 3.971 -4.350 -1.927 0.1002
H 2.974 -2.114 -2.078 0.1036
C -0.032 -5.971 5.060 -0.0432
C 0.320 -4.520 4.889 -0.2537
C -0.676 -3.552 4.811 -0.0193
C -0.383 -2.213 4.590 -0.1947
C -1.489 -1.191 4.578 -0.0240
C 0.963 -1.844 4.464 -0.1047
C 1.350 -0.453 4.156 -0.1762
O 0.867 0.218 3.275 0.0201
C 1.988 -2.785 4.609 -0.2008
C 3.438 -2.373 4.547 -0.0324
C 1.647 -4.117 4.795 0.0006
H -0.967 -6.090 5.606 0.0784
H 0.751 -6.508 5.594 0.0787
H -0.154 -6.450 4.085 0.0859
H -1.713 -3.848 4.932 0.1191
H -1.434 -0.564 5.472 0.0986
H -2.462 -1.681 4.581 0.0812
H -1.437 -0.531 3.715 0.0430
H 2.158 -0.024 4.781 0.1334
H 3.673 -1.884 3.601 0.0557
H 4.084 -3.245 4.632 0.0848
H 3.688 -1.692 5.365 0.0876
H 2.437 -4.856 4.878 0.1197
C -1.423 -3.465 1.292 0.0354
C -1.582 -1.974 1.282 -0.5156
N -2.798 -1.488 1.484 0.2370
O -0.614 -1.219 1.081 -0.1199
H -1.854 -3.886 2.202 0.0827
H -0.375 -3.736 1.220 0.0826
H -1.947 -3.879 0.429 0.0932
H -3.573 -2.115 1.614 0.1328
H -2.980 -0.485 1.463 0.0770
C 3.793 1.524 2.983 -0.0060
N 4.504 2.009 1.770 -0.1529
C 5.965 2.074 2.004 0.0080
C 4.156 1.219 0.501 -0.0777
C 3.842 -0.226 0.735 -0.2660
C 4.920 -1.110 0.845 -0.0606
C 4.706 -2.458 1.075 -0.0925
C 3.398 -2.905 1.189 -0.1077
C 2.343 -2.016 1.046 -0.1417
C 2.494 -0.638 0.798 -0.1173
H 3.964 2.243 3.781 0.1137
H 4.191 0.546 3.244 0.0990
H 2.732 1.447 2.765 0.0654
H 4.157 2.964 1.622 0.1277
H 6.334 1.063 2.155 0.0965
H 6.157 2.675 2.891 0.1052
H 6.446 2.524 1.139 0.1086
H 4.986 1.380 -0.185 0.1358
H 3.285 1.702 0.096 0.0551
H 5.935 -0.745 0.711 0.1039
H 5.540 -3.145 1.144 0.1030
H 3.195 -3.957 1.356 0.1114
H 1.344 -2.430 1.103 0.0682

***

2.
117
Properties=species:S:1:pos:R:3:lowdin_charge:R:1 method="wB97M-V/def2-TZVPD" homo_energy_ev="-9.7 / -10.3" molar_mass_g_mol=1198.441 e_tot_ev=-81380.230 e_above_lowest_kcal_mol=0.0 total_charge=+1 spin_multiplicity=5
Ir 0.314 -0.499 -0.011 1.0868
O 1.558 4.983 -0.410 0.0681
C 2.312 4.438 -1.372 -0.2828
C 3.102 5.279 -2.156 -0.0142
C 3.874 4.770 -3.175 -0.0702
C 3.887 3.404 -3.437 -0.0849
C 3.139 2.555 -2.655 -0.0270
C 2.352 3.054 -1.617 -0.0813
C 1.594 2.112 -0.767 -0.5977
O 0.793 2.567 0.101 -0.2407
O 1.784 0.880 -0.937 -0.1474
H 1.044 4.252 0.008 0.0816
H 3.075 6.333 -1.935 0.1221
H 4.467 5.440 -3.777 0.1087
H 4.495 3.013 -4.237 0.1008
H 3.144 1.488 -2.822 0.1167
C 0.401 -2.891 -6.466 -0.0369
C 0.148 -1.979 -5.304 -0.2505
C -0.050 -0.617 -5.514 0.0281
C -0.272 0.243 -4.435 -0.2455
C -0.434 1.714 -4.666 -0.0239
C -0.312 -0.284 -3.165 0.0058
C -0.100 -1.665 -2.889 -0.2352
C 0.132 -2.490 -4.018 0.0416
N -0.106 -2.022 -1.592 0.0357
C -0.303 -3.321 -0.984 -0.4417
C -1.579 -3.161 -0.122 -0.0809
C -1.791 -4.385 0.761 -0.2786
C -0.580 -4.581 1.669 -0.1018
C 0.665 -4.811 0.813 -0.2747
C 0.468 -6.037 -0.080 -0.1104
C -0.738 -5.793 -0.986 -0.2809
C -1.987 -5.605 -0.133 -0.1113
C -0.480 -4.563 -1.865 -0.0888
C 0.909 -3.590 -0.067 -0.1005
H 0.282 -2.357 -7.403 0.0787
H -0.290 -3.731 -6.448 0.0872
H 1.414 -3.288 -6.420 0.0890
H -0.030 -0.217 -6.517 0.1254
H -0.832 1.912 -5.659 0.0836
H 0.538 2.202 -4.588 0.0842
H -1.089 2.161 -3.921 0.0830
H -0.530 0.366 -2.324 0.0364
H 0.349 -3.536 -3.903 0.0965
H -2.433 -3.021 -0.788 0.1349
H -1.478 -2.253 0.489 0.0824
H -2.684 -4.229 1.374 0.1466
H -0.738 -5.437 2.327 0.1269
H -0.442 -3.693 2.289 0.1127
H 1.536 -4.959 1.462 0.1472
H 0.300 -6.925 0.533 0.1256
H 1.365 -6.206 -0.683 0.1232
H -0.873 -6.656 -1.644 0.1454
H -2.156 -6.498 0.469 0.1257
H -2.858 -5.457 -0.773 0.1238
H -1.303 -4.420 -2.566 0.1326
H 0.436 -4.753 -2.424 0.1142
H 1.777 -3.756 -0.708 0.1255
H 1.101 -2.706 0.561 0.0750
C 7.945 -4.278 0.759 -0.0359
C 6.977 -3.273 1.293 -0.2478
C 7.088 -2.810 2.599 0.0019
C 6.197 -1.884 3.114 -0.3110
C 6.369 -1.371 4.513 -0.0934
C 5.160 -1.422 2.299 -0.3106
Te 3.878 0.033 3.191 1.9006
N 2.146 -0.495 2.400 -0.2050
C 0.988 -0.751 2.964 -0.5880
O 0.011 -0.930 2.174 -0.2228
C 0.642 -0.891 4.413 -0.1461
C -0.710 -1.099 4.707 -0.0247
C -1.136 -1.288 6.006 -0.0582
C -0.219 -1.272 7.043 -0.0657
C 1.121 -1.059 6.769 -0.0679
C 1.549 -0.873 5.466 -0.0659
C 4.336 1.601 1.821 -0.3461
C 5.345 1.487 0.876 -0.1018
C 5.688 2.579 0.098 -0.0523
C 5.037 3.786 0.281 -0.0516
C 4.041 3.900 1.236 -0.0305
C 3.684 2.815 2.027 -0.3107
C 2.601 2.934 3.051 -0.0664
C 5.043 -1.841 0.975 -0.2875
C 4.009 -1.305 0.038 -0.0696
C 5.956 -2.776 0.499 0.0036
H 8.857 -4.291 1.346 0.0807
H 8.199 -4.061 -0.273 0.0841
H 7.508 -5.275 0.793 0.0919
H 7.894 -3.169 3.220 0.1221
H 7.190 -1.880 5.013 0.0866
H 5.465 -1.529 5.107 0.0611
H 6.593 -0.302 4.498 0.0780
H -1.421 -1.121 3.896 0.1104
H -2.182 -1.458 6.210 0.1101
H -0.546 -1.431 8.058 0.1095
H 1.837 -1.053 7.576 0.1090
H 2.609 -0.731 5.289 0.0175
H 5.868 0.550 0.739 0.0992
H 6.460 2.480 -0.649 0.1136
H 5.299 4.642 -0.322 0.1139
H 3.530 4.843 1.368 0.1214
H 2.356 3.978 3.222 0.0941
H 2.901 2.488 4.006 0.0542
H 1.706 2.420 2.694 0.0607
H 3.498 -0.435 0.444 0.0098
H 3.259 -2.065 -0.163 0.0645
H 4.463 -1.031 -0.913 0.1018
H 5.860 -3.109 -0.524 0.1284
C -3.539 0.698 0.416 -0.4056
Te -1.557 1.533 0.177 1.3897
C -1.452 2.038 2.249 -0.3419
H -3.573 -0.010 1.236 0.0004
H -3.835 0.199 -0.500 -0.0053
H -4.235 1.509 0.608 -0.0001
H -2.368 2.559 2.505 0.0153
H -0.603 2.696 2.383 -0.0068
H -1.344 1.149 2.860 -0.0083